[1]
The following is a DFT calculation (wB97M-V/def2-TZVPD) of a cluster of 6 separate species, C18H44O18S4 in total in a non-equilibrium geometry.

Results
net charge = 0
orbital gap = 11.12 eV
highest occupied orbital energy = -10.89 eV

```
84
Properties=species:S:1:pos:R:3:forces:R:3:lowdin_charge:R:1
C -4.8200 1.5105 -1.2949 0.4 -0.5 -0.9 -0.0540
C -3.3777 1.8834 -1.5662 -0.3 0.1 0.4 -0.2719
O -3.0891 3.0615 -0.7796 0.9 0.4 0.2 -0.2697
S -1.5247 3.4713 -0.6562 -0.9 -0.8 -0.7 0.6267
C -1.0009 2.2844 0.5777 1.5 1.4 0.6 -0.1152
O -0.8993 3.1810 -1.9333 -0.2 0.3 1.1 -0.2922
O -1.5249 4.7900 -0.0970 0.1 -0.6 -0.3 -0.2686
H -5.0321 0.7143 -2.0188 -0.3 0.1 0.1 0.0819
H -5.4692 2.3541 -1.5149 -0.2 0.0 0.3 0.0832
H -4.9655 1.0650 -0.3143 -0.1 0.3 0.2 0.0745
H -2.7254 1.0565 -1.2666 0.2 0.1 -0.2 0.1025
H -3.2287 2.1578 -2.6114 0.1 -0.2 0.0 0.1134
H -0.3193 1.5208 0.2135 -0.9 -0.6 -0.4 0.0522
H -1.8196 2.0545 1.2506 -0.2 -0.5 -0.4 0.0764
H -0.2998 2.8586 1.1995 -0.2 0.2 -0.1 0.0641
C -0.4884 2.3926 -5.2740 0.4 0.9 -0.2 -0.0747
C -0.5917 1.1026 -4.5086 -0.9 0.2 0.3 -0.2714
O -0.1149 -0.0710 -5.2096 1.0 -0.2 -0.3 -0.2502
S 1.4739 -0.2923 -5.2024 0.6 -0.1 0.9 0.6024
C 1.7360 -0.6398 -3.4440 0.0 0.5 -0.8 -0.1099
O 1.7819 -1.4812 -5.9370 -0.7 0.4 0.0 -0.2730
O 2.1524 0.9367 -5.5241 -0.5 -0.5 0.1 -0.2805
H 0.4974 2.8502 -5.1901 0.1 -0.2 0.0 0.0737
H -1.1738 3.1349 -4.8587 -0.1 -0.2 0.2 0.0765
H -0.7049 2.3300 -6.3406 -0.1 -0.4 0.1 0.0872
H -0.1620 1.1967 -3.5102 0.3 -0.1 -0.1 0.0942
H -1.6368 0.8591 -4.3060 0.0 -0.1 -0.2 0.1130
H 2.6802 -1.1671 -3.3386 0.0 -0.1 -0.2 0.0706
H 0.8975 -1.2264 -3.0884 0.0 0.0 0.1 0.0538
H 1.7969 0.3354 -2.9665 -0.1 -0.1 0.3 0.0646
C -0.3313 0.8384 6.3398 -0.6 -0.6 -1.0 -0.0623
C -0.6317 1.4885 4.9992 -0.9 0.5 0.1 -0.2661
O 0.5465 1.6732 4.1968 0.8 -0.1 -1.2 -0.2597
S 1.0214 0.4754 3.2108 -0.5 -1.6 1.1 0.6169
C 2.3276 -0.2283 4.2488 -0.2 1.7 -0.9 -0.0807
O -0.0678 -0.4702 3.0664 0.4 0.7 0.3 -0.2950
O 1.6051 0.9731 1.9982 -0.1 0.6 0.7 -0.2822
H -0.0553 -0.2088 6.2060 0.4 0.1 0.1 0.0725
H -1.2571 0.7850 6.9138 0.1 0.4 0.2 0.0855
H 0.4314 1.4386 6.8271 0.0 -0.2 0.3 0.0881
H -1.3896 1.0552 4.3426 0.1 -0.6 0.5 0.1059
H -1.0423 2.4804 5.2127 0.5 0.2 -0.3 0.1247
H 3.0685 0.5703 4.1474 0.4 -0.4 0.0 0.0772
H 2.6648 -1.1551 3.8008 0.0 -0.1 0.2 0.0547
H 2.0320 -0.2096 5.2901 -0.3 -0.5 0.0 0.0542
C 7.7585 1.1418 0.9945 -0.4 0.8 -0.3 -0.0674
C 7.2631 -0.2397 1.3304 0.4 -0.1 0.5 -0.2566
O 5.8432 -0.1860 1.6145 -0.5 -1.0 -0.5 -0.2662
S 4.8493 -1.2100 0.8264 1.4 1.3 -0.1 0.6174
C 4.0536 -0.0156 -0.2397 -0.4 -1.0 0.1 -0.0966
O 5.6337 -2.1326 0.0449 -0.6 0.4 0.5 -0.2789
O 3.9178 -1.6667 1.8135 0.0 0.0 -0.4 -0.2797
H 8.0335 1.7375 1.8643 0.1 -0.2 0.1 0.0773
H 6.9465 1.6945 0.5135 0.1 0.0 -0.1 0.0778
H 8.5911 1.1313 0.2926 0.1 -0.1 0.1 0.0805
H 7.4864 -0.9515 0.5396 -0.3 0.0 0.0 0.1055
H 7.7264 -0.5966 2.2511 0.0 -0.1 -0.1 0.1220
H 3.4200 0.5753 0.4173 -0.1 0.1 -0.2 0.0547
H 3.4719 -0.6410 -0.9196 -0.3 0.2 0.1 0.0418
H 4.7310 0.5650 -0.8572 0.4 0.0 0.4 0.0800
C -2.9793 -1.5112 1.9368 0.3 0.7 0.7 -0.0263
O -3.9932 -1.4510 0.9462 -0.1 0.1 -0.3 -0.0055
C -4.7250 -2.5449 0.7521 0.1 0.0 0.0 -0.6363
O -4.6156 -3.5805 1.3330 -0.2 -0.6 0.4 0.1532
O -5.5807 -2.2731 -0.2248 -0.1 1.0 -0.7 -0.0185
C -6.7515 -3.0415 -0.3504 -0.8 -0.9 0.6 -0.0467
H -2.9175 -0.4968 2.3346 0.1 0.0 -0.1 0.0865
H -2.0045 -1.7578 1.5191 -0.1 -0.2 -0.1 0.0846
H -3.2410 -2.1556 2.7747 0.0 -0.3 -0.3 0.1033
H -7.3101 -3.0306 0.5907 0.2 -0.1 0.0 0.1023
H -6.5465 -4.0776 -0.6223 0.1 0.1 0.0 0.0991
H -7.4251 -2.6107 -1.0870 0.5 0.3 -0.2 0.0935
C 1.1457 -2.1643 0.4401 0.2 0.3 -0.3 -0.0304
O 0.0404 -2.8052 -0.2060 0.1 -0.1 -0.3 0.0233
C -0.6844 -2.0072 -0.9849 0.1 -0.8 0.2 -0.6296
O -0.5418 -0.8200 -1.0780 -0.2 0.8 -0.2 0.0998
O -1.5656 -2.7649 -1.6345 0.4 0.2 -0.1 0.0326
C -2.5840 -2.0810 -2.3413 -1.5 0.2 -0.3 -0.0233
H 2.0297 -2.1279 -0.2025 -0.2 -0.5 -0.2 0.0788
H 1.3707 -2.7661 1.3126 0.0 0.3 0.2 0.1038
H 0.8955 -1.1206 0.6104 0.0 -0.2 0.6 0.0661
H -2.7960 -2.5471 -3.3036 0.4 -0.4 0.1 0.1024
H -2.4215 -1.0237 -2.5508 0.5 -0.1 0.4 0.0786
H -3.4945 -2.1761 -1.7406 0.1 0.2 -0.1 0.0839
```
Forces are in eV/Å.



[2]
The following is a DFT calculation (wB97M-V/def2-TZVPD) of a structure of composition C18H45Cl4N3O9V in a non-equilibrium geometry.

Results
net charge = -3
orbital gap = 1.59 eV
highest occupied orbital energy = 2.76 eV

```
80
Properties=species:S:1:pos:R:3:forces:R:3:lowdin_charge:R:1
O -3.1136 -0.4178 -2.7599 0.4 -0.2 -0.3 -0.6834
V -1.7009 -0.3779 -1.9532 -0.9 -0.2 0.0 0.7529
O -1.9097 0.6702 -0.7641 0.3 0.5 0.6 -0.6530
O -1.9533 -4.5224 0.0807 -2.2 -2.3 2.9 -0.2815
C -2.6960 -5.2624 1.1048 2.4 2.4 -2.2 -0.3543
C -1.9053 -6.4538 1.8640 3.8 -1.2 -1.3 -0.4214
O -0.4903 -6.4648 1.8430 -3.1 0.5 0.5 -0.2870
H -3.6486 -5.6051 0.7009 -0.3 -0.6 -0.2 0.0457
H -2.9731 -4.6311 1.9490 0.1 0.7 0.4 0.0633
H -2.1983 -7.3404 1.3019 -0.5 -0.5 -0.9 0.0556
H -2.2734 -6.7492 2.8465 -0.6 0.9 0.9 0.0481
O 4.3989 -4.0642 0.4791 1.3 3.0 -0.4 -0.3213
C 4.9837 -2.8265 0.0744 -1.7 -3.3 0.1 -0.4246
C 4.0858 -1.5118 0.0146 -4.4 0.0 -1.0 -0.3914
O 2.7838 -1.6635 -0.6094 3.1 0.2 1.0 -0.3179
H 5.2640 -2.9241 -0.9744 0.3 0.1 -0.6 0.0581
H 5.8858 -2.6364 0.6559 0.4 0.6 0.4 0.0491
H 4.5782 -0.6876 -0.5016 1.0 0.0 -0.4 0.0481
H 3.8936 -1.1245 1.0152 0.2 -0.3 0.8 0.0615
C 1.5980 5.6048 -0.2196 0.2 -0.3 0.7 -0.0711
C 0.2348 6.0659 -0.6998 0.7 -0.3 -0.6 -0.4227
C -0.2139 7.3482 -0.0266 0.3 0.9 0.3 -0.2328
O -1.5189 7.6827 -0.4463 -1.2 -0.1 0.1 -0.1983
C -2.1042 8.9189 -0.0045 1.4 -0.9 0.0 -0.0904
N 0.3424 6.2258 -2.1635 -0.7 0.2 0.5 0.0440
H 1.5804 5.5251 0.8674 0.2 0.1 0.1 0.0763
H 2.4235 6.2490 -0.5223 -0.1 0.5 0.0 0.0704
H 1.8906 4.6213 -0.5873 -0.5 -0.1 -0.2 0.0900
H -0.4828 5.2797 -0.4651 -0.1 0.0 -0.2 0.1499
H 0.4642 8.1592 -0.2922 0.4 0.3 -0.6 0.1152
H -0.0795 7.3426 1.0550 -0.6 -0.5 0.4 0.1202
H -3.1104 9.0223 -0.4106 0.3 -0.1 -0.3 0.0838
H -1.4242 9.7073 -0.3269 -0.3 0.5 -0.1 0.0770
H -2.1783 8.9788 1.0814 0.0 -0.2 0.2 0.0774
H 1.1069 6.8673 -2.3185 0.4 0.1 -0.1 0.0548
H -0.4730 6.7694 -2.4082 -0.4 -0.1 -0.5 0.0540
C 3.1411 -3.7471 8.1616 -1.0 -0.2 1.5 -0.0931
C 2.4710 -3.4724 6.8492 1.2 2.1 0.4 -0.4489
C 2.1716 -1.9532 6.7946 -0.8 0.5 0.0 -0.2224
O 1.6376 -1.4894 5.5698 2.9 0.2 0.1 -0.2043
C 0.3547 -1.8643 5.2546 -0.6 0.5 0.1 -0.1005
N 3.4149 -3.7861 5.8179 0.0 0.2 -1.6 0.0563
H 4.1074 -3.2624 8.3013 0.2 -0.1 -0.6 0.0749
H 3.2057 -4.8146 8.3723 0.2 0.0 0.0 0.0757
H 2.5481 -3.2936 8.9558 -0.3 -0.2 0.3 0.0634
H 1.5012 -3.9496 6.7079 0.3 -0.6 0.1 0.1340
H 3.0237 -1.2943 6.9614 0.6 -0.5 -0.1 0.1251
H 1.5220 -1.6747 7.6244 -0.7 -0.1 0.3 0.1062
H 0.1241 -1.4653 4.2668 0.1 -0.4 -0.1 0.1093
H -0.2087 -1.2677 5.9721 -1.3 -0.7 0.2 0.0829
H 0.2572 -2.9494 5.2880 -0.6 0.1 0.0 0.0957
H 3.2224 -3.0541 5.1492 -0.5 -0.5 -1.5 0.0749
H 4.3456 -3.4514 6.0226 0.4 -0.4 1.0 0.0674
C 2.4574 1.1128 -6.2079 0.6 0.8 -1.6 -0.0998
C 1.0386 0.5998 -6.0248 0.1 -1.2 0.4 -0.4259
C 1.0027 -0.9748 -6.2240 0.1 0.9 0.6 -0.2150
O -0.1974 -1.5706 -5.8187 -1.3 -0.2 -1.8 -0.1812
C -1.1615 -1.6664 -6.9195 0.4 -0.2 1.5 -0.0835
N 0.6230 0.9776 -4.6834 0.0 -0.7 -0.2 0.0422
H 2.4989 2.1948 -6.3328 -0.5 0.3 -0.4 0.0621
H 2.9173 0.6982 -7.1049 0.3 -0.1 -0.2 0.0613
H 3.1886 1.0587 -5.4014 -0.5 -1.1 0.5 0.0817
H 0.2844 1.0331 -6.6817 0.4 0.2 -0.6 0.1234
H 1.7874 -1.4253 -5.6163 0.1 0.1 0.2 0.1294
H 1.1989 -1.2805 -7.2517 0.3 0.4 -0.4 0.1061
H -1.3748 -0.7078 -7.3925 -0.1 0.3 0.4 0.0749
H -2.0439 -2.1235 -6.4716 -0.1 0.4 0.0 0.0889
H -0.8863 -2.3327 -7.7370 0.8 -0.3 0.0 0.0663
H 0.7736 1.9757 -4.6482 -0.2 0.3 0.4 0.0639
H 1.3714 0.5674 -4.1432 -0.2 0.0 1.1 0.0677
C -5.1168 4.0985 2.1478 -0.3 0.3 0.2 -0.9841
Cl -6.7580 4.7604 2.4320 -0.1 0.0 -0.3 0.4304
Cl -4.3029 3.9861 3.7122 0.2 -0.2 -0.2 0.4854
H -5.2462 3.1244 1.6761 0.3 0.2 0.2 0.0426
H -4.5754 4.8206 1.5366 -0.1 -0.3 0.0 0.0246
C -6.6319 -5.5634 -3.3413 0.5 0.0 -0.1 -0.9745
Cl -5.8124 -6.0423 -4.8453 -0.4 -0.2 0.0 0.4739
Cl -8.4097 -5.2904 -3.5548 1.0 -0.1 0.2 0.4313
H -6.4473 -6.3475 -2.6070 -0.4 0.1 -0.2 0.0292
H -6.0844 -4.6683 -3.0459 -0.7 0.1 0.2 0.0380
```
Forces are in eV/Å.



[3]
The following is a DFT calculation (wB97M-V/def2-TZVPD) of a cluster of 4 separate species, C18H45N4O9 in total in a non-equilibrium geometry.

Results
net charge = -1
relative energy (zero: lowest compared OMol25 entry of this formula, charge and spin) = 0.188 eV
orbital gap = 7.68 eV
highest occupied orbital energy = -4.84 eV

```
76
Properties=species:S:1:pos:R:3:forces:R:3:lowdin_charge:R:1
N 0.4918 1.1517 -0.4523 -1.0 1.1 -0.3 -0.6160
O -0.2208 1.8161 -1.2568 0.5 -0.7 0.5 -0.0734
O 1.4800 0.5119 -0.9018 -0.2 0.0 0.4 -0.0952
O 0.1899 1.1703 0.7649 0.7 -0.6 -0.5 -0.0695
C -1.1195 -2.1759 -0.6175 -0.9 0.4 0.7 -0.0845
O -0.7919 -2.9916 0.4981 0.4 -0.1 -0.2 -0.1960
C 0.5394 -3.4765 0.3993 -0.1 0.0 0.0 -0.2281
C 0.7671 -4.4164 1.5696 -0.5 -0.7 -0.5 -0.2301
N 0.5593 -3.8000 2.8659 0.5 0.4 0.3 -0.0502
C 1.6707 -2.9107 3.2348 0.0 -0.6 0.6 -0.1999
C 1.8197 -2.7182 4.7558 0.2 1.0 -1.7 -0.2110
O 0.9252 -1.6776 5.1334 -0.9 -0.9 0.5 -0.2123
C 0.2942 -1.9339 6.3841 1.3 0.9 0.3 -0.1161
H -0.6778 -1.1874 -0.5013 0.3 0.0 -0.3 0.0777
H -2.2010 -2.0388 -0.5705 0.0 0.0 0.0 0.0752
H -0.9128 -2.6415 -1.5829 0.4 -0.1 0.0 0.0868
H 1.2971 -2.6837 0.4361 -0.3 0.3 -0.1 0.1252
H 0.6015 -3.9520 -0.5866 0.4 -0.3 0.1 0.1171
H 1.7589 -4.8737 1.5220 0.2 0.3 0.1 0.1108
H 0.1055 -5.2838 1.4590 -0.3 0.2 0.1 0.1092
H -0.2704 -3.2177 2.8247 -0.2 -0.2 -0.1 0.1031
H 1.5829 -1.9156 2.7905 0.1 0.1 0.0 0.1243
H 2.6041 -3.3533 2.8751 0.0 0.0 -0.1 0.1132
H 2.8461 -2.3347 4.8423 0.0 -0.2 0.7 0.1166
H 1.6562 -3.6348 5.3195 0.0 -0.1 0.0 0.1150
H 1.1055 -2.0175 7.1239 -0.3 -0.2 0.2 0.0857
H -0.3295 -2.8272 6.4571 -0.1 0.0 -0.5 0.0883
H -0.2503 -1.0243 6.6349 -0.3 -0.2 0.0 0.0693
C 3.5142 0.0167 -6.3363 -0.3 0.2 1.4 -0.1018
O 3.0168 -0.2159 -5.0204 -0.2 -0.5 -0.2 -0.2238
C 3.3878 0.7302 -4.0254 -0.5 0.5 0.0 -0.2061
C 2.6007 2.0540 -4.1388 0.5 0.3 -0.2 -0.2071
N 1.1396 2.0287 -3.8927 0.9 -1.3 -0.7 -0.0192
C 0.3105 1.2560 -4.8327 -0.8 0.1 0.1 -0.2068
C 0.1013 1.8893 -6.2035 0.6 0.2 1.3 -0.2304
O -0.6968 3.0424 -6.0105 -0.6 -0.1 -0.3 -0.1791
C -0.9462 3.7267 -7.2069 2.0 0.5 -0.2 -0.1410
H 4.5050 -0.4328 -6.4400 0.1 0.0 -0.2 0.0787
H 3.5679 1.0949 -6.4796 0.1 0.0 -0.6 0.0687
H 2.8018 -0.4514 -7.0101 0.1 0.1 -0.2 0.0843
H 4.4655 0.9246 -4.1180 0.0 0.1 0.3 0.1146
H 3.1485 0.2944 -3.0531 0.2 -0.2 -0.1 0.1116
H 2.9714 2.5155 -5.0630 -0.9 0.2 -0.3 0.0891
H 2.9564 2.7709 -3.3899 0.3 -0.4 0.2 0.1142
H 1.1242 1.4239 -3.0655 -0.6 0.8 0.5 0.0603
H -0.7037 1.2112 -4.4167 0.1 0.2 0.3 0.1204
H 0.5917 0.2047 -4.8907 0.4 -0.1 -0.5 0.1052
H -0.3929 1.1615 -6.8511 0.1 0.1 -0.3 0.1192
H 1.0850 2.2028 -6.5749 -0.1 -0.1 -0.5 0.1094
H -1.3549 4.7135 -7.0000 -0.9 -0.4 0.1 0.0834
H -1.4222 3.1300 -7.9885 -0.6 0.1 0.2 0.0807
H 0.0281 4.0204 -7.6510 0.0 -0.3 -0.1 0.0802
C -4.3553 0.3801 -0.2008 0.9 -0.1 0.0 -0.1101
O -3.6921 0.7065 1.0025 -0.5 0.1 0.0 -0.1724
C -4.3743 0.2079 2.1116 0.2 -1.2 0.8 -0.2621
C -3.6694 0.6217 3.4220 -1.4 1.3 -1.4 -0.2337
N -2.2491 0.7626 3.2367 0.0 -0.3 1.1 -0.0249
C -1.5750 0.7322 4.5344 1.0 -1.0 -0.4 -0.2069
C -0.1466 1.2509 4.4943 -0.7 1.1 0.7 -0.2171
O -0.1778 2.6804 4.3624 0.4 -0.3 -0.2 -0.1846
C 1.0373 3.1258 3.7998 0.0 0.7 -0.5 -0.1312
H -3.6818 0.6884 -0.9995 -0.2 0.2 -0.1 0.0929
H -5.3212 0.8841 -0.2816 -0.1 0.0 0.0 0.0826
H -4.4612 -0.7084 -0.2835 -0.3 0.0 0.0 0.0778
H -4.4211 -0.8970 2.1068 0.4 -0.1 -0.4 0.1136
H -5.4429 0.4639 2.1281 0.0 0.6 0.0 0.1128
H -4.0553 -0.0160 4.2322 0.4 -0.3 0.0 0.1099
H -4.1046 1.6141 3.6139 0.4 0.1 0.4 0.1147
H -1.8837 0.0004 2.6744 0.0 0.2 -0.2 0.1166
H -1.4609 -0.3150 4.8633 -0.2 0.0 0.2 0.0974
H -2.1378 1.2293 5.3240 -0.1 0.4 -0.2 0.1196
H 0.4633 0.7936 3.7157 -0.2 -0.1 -0.2 0.1144
H 0.2965 1.0532 5.4803 0.2 -0.3 -0.1 0.1102
H 1.9148 2.8132 4.3788 0.0 -0.3 -0.1 0.0813
H 1.0838 4.2203 3.7766 -0.4 0.0 0.3 0.0784
H 1.0936 2.8326 2.7460 0.2 -0.4 0.1 0.0809
```
Forces are in eV/Å.